101
Properties=species:S:1:pos:R:3:forces:R:3 method="wB97M-V/def2-TZVPD" gap_ev=7.64 homo_ev=-12.20 lumo_energy_ev=-4.55 spin_multiplicity=1 total_charge=+1 total_energy_ev=-100959.192 e_above_lowest_kj_mol=70.7
C -4.807 -1.490 -1.791 -1.7046 -0.1261 1.0644
C -5.393 -2.504 -0.730 0.9484 0.7803 -2.1791
O -5.429 -3.664 -1.031 -0.1806 -0.0402 1.2616
O -5.867 -1.960 0.461 1.3580 -0.7507 -0.3020
C -5.522 -2.740 1.601 -0.1389 -0.5576 2.0689
C -4.550 -1.954 2.601 0.2823 0.3410 -0.6904
C -3.074 -2.417 2.484 1.1379 0.1148 -0.0342
C -2.046 -1.432 2.125 0.4051 -2.6651 0.5826
C -0.677 -1.872 2.020 -1.9167 1.0680 -0.0317
N -0.342 -3.179 2.211 -0.6472 0.0818 0.0322
C -1.240 -4.150 2.547 -2.2732 0.8981 0.2101
C -2.631 -3.791 2.712 1.2382 0.7615 -0.4061
Cl -3.745 -5.086 3.202 0.9497 1.2391 -0.3314
H -5.200 -1.848 -2.773 0.7465 0.3309 0.9419
H -5.296 -0.508 -1.571 0.8709 -0.5452 -0.3865
H -3.694 -1.459 -1.782 -0.8786 -0.0237 0.1857
H -6.441 -2.981 2.199 0.6755 0.2465 -0.8205
H -5.024 -3.711 1.374 -0.6922 0.7749 -0.4343
H -4.570 -0.871 2.311 -0.0471 -0.9220 0.3188
H -4.923 -2.009 3.661 0.4738 -0.2479 -0.9925
H -2.340 -0.375 1.970 0.4571 -0.8888 0.1119
H 0.095 -1.103 1.776 -0.4374 -1.1413 0.2685
H 0.647 -3.440 2.097 -0.1979 0.2088 0.1703
H -0.942 -5.206 2.703 0.1635 1.0481 -0.2075
C 3.700 -0.679 1.807 0.3218 -0.1555 0.2505
N 2.946 -1.956 1.701 0.5144 0.3793 -0.0071
O 2.606 -2.507 2.737 -0.4823 -0.1471 -0.3263
O 2.713 -2.371 0.581 -0.3941 -0.0266 0.6062
H 3.830 -0.437 2.857 -0.0258 -0.1860 -0.0516
H 4.663 -0.823 1.322 -0.1236 -0.0261 -0.0982
H 3.117 0.084 1.305 0.1244 -0.1798 -0.1381
C 0.763 1.649 4.266 0.2934 0.1432 0.0826
N 1.684 1.433 3.117 -0.0668 0.2246 0.3854
O 2.832 1.811 3.232 -0.5877 -0.1891 -0.4088
O 1.205 0.882 2.130 0.2906 0.2225 0.1978
H 1.302 2.143 5.069 0.0870 -0.0725 -0.1413
H -0.055 2.267 3.913 -0.0154 -0.1979 -0.0463
H 0.412 0.673 4.583 -0.0098 0.0657 -0.1775
C 3.597 3.231 -1.013 -0.0787 0.2845 -0.1098
N 4.728 2.376 -0.567 0.0643 0.2064 -0.3028
O 5.851 2.814 -0.719 -0.4226 -0.5330 0.2210
O 4.439 1.291 -0.079 0.2624 0.5017 -0.4533
H 3.998 4.154 -1.423 0.0731 -0.1246 0.0173
H 3.049 2.678 -1.773 -0.0104 -0.0330 0.1259
H 2.974 3.431 -0.144 -0.0157 -0.1406 -0.0503
C 7.958 5.373 -1.915 -0.1747 -0.1935 0.2909
N 7.526 5.635 -3.313 0.0035 -0.0417 0.0517
O 6.480 5.130 -3.682 0.1390 0.1523 -0.0763
O 8.250 6.336 -3.991 -0.3005 -0.1297 0.0505
H 7.218 4.736 -1.435 0.0237 0.0439 -0.1979
H 8.924 4.877 -1.956 0.0311 0.2160 -0.0163
H 8.029 6.333 -1.409 0.2090 -0.0396 -0.0953
C 5.897 2.221 2.243 0.1288 -0.0900 -0.0266
N 6.766 1.948 3.418 0.0841 0.0162 0.0245
O 7.473 0.960 3.374 -0.1345 0.1429 0.1159
O 6.704 2.736 4.341 0.0309 -0.1748 -0.1113
H 6.052 1.445 1.502 0.1740 0.0475 0.1706
H 4.869 2.219 2.592 0.1007 0.1314 0.0268
H 6.177 3.193 1.846 -0.0280 -0.0140 0.1278
C -8.605 -1.454 -3.789 -0.2325 -0.1155 0.0256
N -7.415 -1.022 -4.570 -0.1899 0.0312 -0.2422
O -7.479 -1.099 -5.777 0.2342 0.0282 0.2333
O -6.454 -0.621 -3.934 -0.3901 0.0727 -0.3801
H -9.375 -1.783 -4.479 0.1180 0.0867 -0.0180
H -8.292 -2.270 -3.140 0.0545 0.1139 0.0250
H -8.945 -0.598 -3.211 0.0859 -0.0518 -0.0057
C -3.255 0.652 6.459 -0.2688 -0.0984 -0.0240
N -2.074 1.033 5.639 0.0096 0.0145 0.1723
O -2.166 0.935 4.426 -0.0197 -0.0340 0.1415
O -1.086 1.416 6.235 -0.4917 -0.0883 -0.1058
H -4.052 0.331 5.794 0.1180 0.0731 -0.0284
H -2.949 -0.160 7.116 0.0546 0.1547 0.0632
H -3.555 1.528 7.028 0.1173 -0.0777 0.0592
C -3.525 -7.912 0.748 0.0915 0.2161 0.1411
N -4.213 -9.222 0.604 -0.1025 -0.2179 0.0460
O -4.570 -9.780 1.624 0.0454 0.0905 -0.1778
O -4.367 -9.637 -0.525 0.0403 0.0982 0.2052
H -3.457 -7.668 1.804 -0.0578 -0.1466 -0.0566
H -2.534 -8.012 0.311 -0.1165 0.0069 -0.1159
H -4.118 -7.170 0.217 0.0853 -0.0786 -0.0983
C 10.777 9.291 -2.720 -0.0507 0.3104 -0.0288
N 10.266 8.087 -2.015 0.0354 -0.0651 -0.0305
O 9.407 8.259 -1.163 0.2501 -0.2722 -0.2522
O 10.745 7.019 -2.342 -0.2490 0.3419 0.3452
H 10.266 10.167 -2.331 -0.0077 -0.1323 0.0304
H 11.846 9.352 -2.531 -0.0433 -0.1025 -0.1050
H 10.570 9.162 -3.780 0.1084 -0.0925 0.0558
C -9.609 1.797 -7.497 0.3050 -0.0960 -0.1356
N -10.337 1.623 -6.212 -0.0116 0.0280 -0.0443
O -9.794 0.961 -5.345 -0.1796 0.0998 0.0580
O -11.422 2.154 -6.119 0.2007 -0.1478 0.0869
H -8.661 1.271 -7.435 -0.1051 -0.0027 0.0911
H -10.232 1.381 -8.285 -0.0417 0.1400 0.0516
H -9.451 2.864 -7.642 -0.1501 -0.0496 -0.0325
C 2.814 -3.668 -2.069 0.0673 0.0549 0.1557
N 3.715 -3.905 -3.229 0.0995 -0.0252 -0.1138
O 4.868 -3.539 -3.124 -0.1894 -0.0753 -0.0673
O 3.227 -4.451 -4.199 0.0946 0.0922 0.1472
H 3.378 -3.180 -1.286 0.0723 -0.0641 -0.2128
H 1.999 -3.034 -2.412 -0.0070 -0.1354 -0.0382
H 2.447 -4.636 -1.736 -0.0614 0.0473 -0.1317


71
Properties=species:S:1:pos:R:3:forces:R:3 method="wB97M-V/def2-TZVPD" gap_ev="5.82 / 7.88" homo_ev="-17.04 / -17.04" lumo_energy_ev="-11.22 / -9.17" spin_multiplicity=6 total_charge=+3 total_energy_ev=-78963.339 e_above_lowest_kj_mol=0.0
Dy -0.307 -0.011 0.055 1.9974 -0.2245 0.7087
P 1.797 0.850 1.845 1.0048 0.2847 1.0491
P -0.834 2.502 -0.931 -0.5807 2.0319 -0.5129
P 2.043 -0.414 -1.541 1.3626 -0.6241 -0.9731
H -0.827 -4.804 1.170 0.4797 -0.0923 0.0322
C 0.261 -4.879 1.045 0.3420 0.3164 0.2521
C 1.123 -4.407 1.961 -0.3740 0.2200 -0.5998
H 0.770 -3.899 2.867 0.1519 -0.3489 -0.2608
C 1.281 1.071 3.589 -0.3377 0.0113 0.0714
C 2.526 2.501 1.536 -0.1580 0.1033 -0.2922
C 3.285 -0.176 2.138 -0.0084 -0.2683 -0.1354
C -2.258 2.488 -2.093 -0.0239 -0.1548 -0.0882
C -1.405 3.706 0.329 -0.0879 -0.2974 0.3907
C 0.386 3.504 -1.858 0.4045 -0.4916 -0.0606
C 2.846 -2.022 -1.160 -0.2772 -0.2211 0.2860
C 3.500 0.702 -1.584 -0.1733 0.4380 0.2180
C 1.763 -0.592 -3.344 -0.4543 0.1733 -0.0414
H 0.614 -5.393 0.143 -0.1320 0.1521 0.4045
H 2.210 -4.488 1.827 -0.4974 -0.0897 0.1232
H 1.052 0.101 4.049 0.0705 0.1869 -0.0656
H 0.394 1.713 3.653 0.1592 -0.0773 0.0564
H 2.104 1.543 4.145 -0.2659 -0.1654 -0.1070
H 1.724 3.242 1.406 0.2535 -0.0827 0.0906
H 3.142 2.492 0.629 -0.1060 0.0469 0.2311
H 3.144 2.787 2.399 -0.1397 -0.0530 -0.2884
H 2.971 -1.193 2.413 0.1510 0.1970 -0.0337
H 3.863 0.254 2.969 -0.1338 -0.1062 -0.2722
H 3.921 -0.239 1.248 -0.1241 0.0176 0.2745
H -2.468 3.533 -2.363 -0.0323 -0.2921 0.0621
H -3.159 2.064 -1.627 0.1171 0.1577 -0.0877
H -2.029 1.935 -3.015 -0.0125 0.1098 0.2062
H -1.981 4.502 -0.162 0.2009 -0.1783 0.1169
H -0.547 4.148 0.853 -0.2179 -0.1064 -0.1503
H -2.046 3.207 1.070 0.1066 0.2337 -0.2089
H -0.121 4.359 -2.328 0.0763 -0.2491 0.1816
H 0.851 2.885 -2.638 -0.0746 0.2814 0.0965
H 1.170 3.871 -1.182 -0.1999 -0.0932 -0.1783
H 3.291 -2.436 -2.076 -0.0735 0.1435 0.2986
H 2.101 -2.731 -0.771 0.2944 0.0262 -0.1296
H 3.625 -1.890 -0.399 -0.2091 -0.0795 -0.2022
H 4.136 0.435 -2.441 -0.2066 0.0087 0.2876
H 4.093 0.632 -0.664 -0.1607 0.0373 -0.2603
H 3.164 1.741 -1.708 0.2042 -0.1714 -0.0363
H 2.726 -0.772 -3.846 -0.3124 0.0423 0.1943
H 1.321 0.334 -3.732 0.1071 -0.2181 -0.0851
H 1.076 -1.421 -3.553 0.1315 0.1815 0.0092
C -2.081 -1.449 -2.514 -0.3100 0.0140 -1.1868
C -2.991 -0.885 -3.404 0.5690 -0.2690 -0.1230
C -3.032 -1.426 -4.695 -0.0773 -0.1445 0.3340
C -2.212 -2.514 -5.020 0.0511 0.0242 -0.0866
C -1.381 -3.110 -4.063 -0.4043 0.0662 0.2272
C -1.346 -2.595 -2.760 0.1933 0.2341 -0.2502
O -1.728 -0.706 -1.360 -1.4439 1.1513 0.0595
H -2.110 0.231 -1.386 -0.3001 -1.6301 -0.7545
H -3.605 -0.032 -3.105 0.1699 -0.2343 -0.2223
H -3.704 -0.984 -5.433 0.2277 -0.2499 0.1945
H -2.225 -2.911 -6.037 -0.0166 0.1276 0.3494
H -0.763 -3.971 -4.325 -0.2931 0.2343 0.0940
H -0.730 -3.033 -1.966 -0.0714 0.1113 -0.3596
C -3.139 1.215 3.488 -0.0955 0.1636 0.0155
N -2.366 0.026 3.863 1.0758 -0.4273 -1.1321
C -2.165 -0.283 5.279 0.0368 -0.3984 0.6578
C -1.660 -0.622 2.957 -0.7223 0.9799 0.8200
O -1.537 -0.179 1.758 -0.4431 -0.5861 1.0117
H -3.747 1.486 4.353 0.0518 0.0413 -0.2765
H -3.789 0.983 2.637 0.1553 0.0303 0.2306
H -2.483 2.058 3.227 -0.1031 -0.2623 0.1466
H -2.126 -1.372 5.411 -0.1188 0.3015 0.0631
H -1.221 0.144 5.658 -0.3980 -0.0082 -0.2670
H -2.995 0.138 5.851 0.1607 -0.2692 -0.0838
H -1.153 -1.547 3.264 -0.1352 0.2836 -0.0327


79
Properties=species:S:1:pos:R:3:forces:R:3 method="wB97M-V/def2-TZVPD" gap_ev=7.55 homo_ev=-8.20 lumo_energy_ev=-0.65 spin_multiplicity=1 total_energy_ev=-75414.771
C 0.238 2.668 -1.029 0.2081 -1.5978 0.9191
C 1.219 1.665 -1.939 -2.6794 0.7049 -2.7206
N 0.711 1.264 -3.148 1.7624 1.7749 4.9066
C 2.647 1.233 -1.270 -0.8490 -0.6452 0.0348
C 3.948 1.300 -2.257 -2.0147 -0.6421 -1.6533
F 3.645 1.703 -3.681 0.2706 -0.2918 3.7335
O 4.354 -0.126 -2.491 2.7268 4.2516 -0.3382
S 5.846 0.164 -3.337 6.4473 -5.2699 -5.4320
O 5.785 -0.183 -4.876 -1.6008 2.6966 5.8919
O 7.099 -0.638 -2.907 -4.9815 3.1407 0.4311
O 6.227 1.814 -2.941 -3.1205 -1.8199 0.4447
C 5.221 2.267 -1.923 2.0163 -0.6213 -0.5374
N 5.897 2.261 -0.580 0.2269 -2.1960 -0.5345
C 7.418 2.386 -0.688 1.9047 0.1612 0.5666
C 5.676 0.999 0.216 0.1031 -5.9971 0.8011
C 4.729 1.161 1.585 0.9915 0.8418 -0.2239
O 6.157 -0.218 -0.048 -2.6250 7.9406 1.1784
P 4.757 4.143 -2.106 -0.7723 4.2203 -0.7581
O 4.382 4.599 -3.759 -0.1290 -0.2045 3.3415
O 6.087 5.212 -1.618 -1.9600 -1.8106 -1.2379
S 3.246 4.663 -0.947 0.7879 -0.7364 -0.7380
H 0.833 3.257 -0.203 -1.2247 -0.9656 -1.9162
H -0.468 3.334 -1.687 1.7303 -1.2330 1.2113
H -0.470 1.915 -0.429 1.4125 1.6290 -1.2261
H -0.232 1.749 -3.240 1.4290 -0.7523 0.1924
H 2.780 1.871 -0.287 -0.0112 -1.1835 -2.2974
H 2.532 0.089 -0.946 0.3979 2.4636 -0.7963
H 7.795 2.614 0.417 -0.8596 -0.3205 -2.4129
H 7.778 3.239 -1.403 -1.0911 -1.4728 1.4901
H 7.953 1.400 -1.029 -1.3615 1.7801 0.5520
H 4.576 2.323 1.809 0.1797 -2.6500 -0.5956
H 5.346 0.696 2.467 -1.2387 0.7955 -1.7948
H 3.705 0.596 1.500 2.1404 1.0828 -0.0324
H 3.574 5.214 -3.657 1.6440 -1.4076 -0.0531
H 5.712 6.116 -1.399 0.1018 -1.6804 -0.3683
C -2.828 2.030 4.692 0.0251 -0.0956 -0.0148
C -3.804 2.280 3.545 0.2611 -0.1584 -0.0634
N -3.367 1.724 2.261 0.0595 0.1621 -0.3342
C -4.157 2.206 1.123 0.1877 0.2088 0.1262
C -5.632 1.821 1.075 -0.3064 -0.0633 -0.2156
C -3.058 0.293 2.244 0.2729 0.1425 0.2534
C -4.161 -0.673 2.661 -0.1619 -0.3839 -0.0379
H -1.827 2.402 4.448 -0.1313 -0.0904 -0.0325
H -3.170 2.555 5.590 0.0089 -0.0766 -0.1483
H -2.756 0.968 4.944 0.0348 0.0987 -0.0209
H -3.900 3.367 3.444 -0.0669 -0.1330 -0.2807
H -4.790 1.902 3.833 -0.1475 0.0102 0.1167
H -3.679 1.885 0.188 0.0708 -0.1208 0.2002
H -4.093 3.302 1.105 0.0699 -0.1037 0.1882
H -5.768 0.776 0.788 -0.0354 0.0853 0.1090
H -6.145 2.427 0.318 0.0691 -0.0649 0.0989
H -6.141 1.995 2.027 0.0810 -0.0361 -0.0786
H -2.193 0.122 2.895 -0.1044 0.1462 0.0244
H -2.700 0.009 1.246 -0.1387 0.2648 0.0063
H -4.691 -0.347 3.560 0.0607 0.0155 -0.0931
H -3.724 -1.654 2.880 -0.0463 0.1064 -0.0136
H -4.890 -0.825 1.862 -0.0236 0.0461 0.1538
C -2.971 -5.926 1.716 0.0203 -0.0661 -0.0652
C -3.002 -4.606 0.949 0.2424 -0.2184 -0.1104
N -1.962 -4.491 -0.078 0.2130 0.2911 -0.0347
C -1.819 -3.131 -0.608 0.1278 -0.0765 0.2602
C -2.999 -2.547 -1.378 -0.1282 0.2379 -0.2495
C -1.917 -5.558 -1.080 0.1186 -0.2094 0.3162
C -3.172 -5.801 -1.911 -0.1724 -0.1325 -0.3509
H -1.987 -6.100 2.164 -0.0996 0.0306 -0.1341
H -3.708 -5.900 2.527 0.0792 0.0292 -0.1363
H -3.221 -6.777 1.077 0.0562 0.0601 0.0741
H -2.859 -3.809 1.687 0.1016 0.1187 -0.2723
H -4.003 -4.469 0.526 -0.2012 0.0294 0.0327
H -0.926 -3.081 -1.242 -0.1013 -0.2212 0.0590
H -1.601 -2.461 0.234 -0.0725 -0.1880 0.0823
H -3.083 -2.979 -2.378 -0.0806 0.0241 0.1232
H -2.854 -1.469 -1.510 -0.0061 -0.1064 0.0167
H -3.950 -2.684 -0.855 0.0893 -0.0284 -0.0375
H -1.660 -6.495 -0.571 -0.0723 0.1527 0.0896
H -1.073 -5.385 -1.759 -0.0944 0.2327 0.2017
H -4.085 -5.800 -1.308 0.0987 0.0279 -0.0227
H -3.105 -6.782 -2.396 -0.0116 0.1122 0.0655
H -3.278 -5.062 -2.708 -0.1088 -0.0450 0.1209